Record 1
The following is a DFT calculation (wB97M-V/def2-TZVPD) of C15H19IrN3O2Se2 as an isolated structure.

Each line ends with the Löwdin spin population.
CARTESIAN COORDINATES (ANGSTROEM)
Ir1 -0.13268 -0.28068 0.27170  0.146
O1 1.40666 2.33739 0.58623  0.019
C1 1.80261 3.05355 -0.58756  0.001
C2 1.40099 2.39367 -1.90852  0.008
C3 1.94033 3.34381 -2.99656  0.000
O2 1.59948 2.77822 -4.24500  0.001
C4 -0.10892 2.27250 -2.15638  0.035
Se1 -1.22139 1.50962 -0.76392  0.347
C5 2.04438 1.02739 -2.17382  0.041
Se2 1.95256 -0.32018 -0.78551  0.408
H1 1.74697 2.83681 1.34041  -0.001
H2 2.89134 3.16024 -0.57763  0.000
H3 1.35974 4.05314 -0.55397  0.001
H4 3.02553 3.44596 -2.88675  0.001
H5 1.49219 4.33526 -2.87035  0.001
H6 1.91604 3.33907 -4.96086  0.000
H7 -0.28703 1.66565 -3.04307  0.011
H8 -0.52627 3.25971 -2.37007  0.001
H9 3.10536 1.15972 -2.40025  0.001
H10 1.59664 0.57199 -3.05695  0.013
N1 -1.43817 -2.78447 2.08759  0.000
C6 -0.94323 -1.77838 2.87070  0.000
C7 -1.05180 -1.90443 4.26148  0.001
C8 -0.59106 -0.89730 5.06467  0.001
C9 -0.00947 0.24052 4.48200  -0.001
C10 0.07947 0.29073 3.12643  -0.006
N2 -0.38559 -0.70305 2.31163  -0.010
C11 -1.58763 -2.90998 0.73258  0.001
C12 -2.27725 -4.04194 0.27482  -0.002
C13 -2.48936 -4.21760 -1.06441  0.006
C14 -1.99773 -3.26472 -1.96654  -0.001
C15 -1.31867 -2.19748 -1.47035  0.001
N3 -1.11310 -1.99757 -0.13198  -0.022
H11 -1.81574 -3.56107 2.61050  0.000
H12 -1.51194 -2.78717 4.68542  0.000
H13 -0.69095 -0.97086 6.13924  0.000
H14 0.35800 1.05731 5.08456  0.000
H15 0.52369 1.13571 2.62090  -0.004
H16 -2.64971 -4.76168 0.99133  0.000
H17 -3.04257 -5.07746 -1.41742  0.000
H18 -2.14753 -3.36570 -3.03086  0.000
H19 -0.90418 -1.44626 -2.12348  0.001

- ⟨S²⟩ = 0.826
- charge = +2
- HOMO (alpha / beta) (eV) = -14.742 / -14.700
- 2S+1 = 2
- gap between HOMO and LUMO (alpha / beta) (eV) = 6.7 / 6.0

***

Record 2
The following is a DFT calculation (wB97M-V/def2-TZVPD) of a 8-piece molecular cluster, C34H63F9N2O15 overall.

Each line ends with the Löwdin charge.
CARTESIAN COORDINATES (ANGSTROEM)
C1 8.84090 -14.77889 27.17254  -0.045
C2 9.43975 -16.10109 27.68448  -0.268
N1 9.92149 -17.06282 27.98577  0.131
H1 9.42153 -14.29685 26.38603  0.079
H2 8.75865 -14.14351 28.05436  0.055
H3 7.82902 -15.02614 26.85152  0.067
C3 1.83445 -13.02743 27.30419  -0.078
C4 2.82426 -14.07804 27.34984  -0.275
N2 3.61108 -14.96411 27.31630  0.129
H4 1.51113 -12.77909 28.31510  0.072
H5 0.98132 -13.34924 26.70695  0.087
H6 2.19923 -12.08441 26.89707  0.072
C5 -2.10946 -11.84586 27.12494  -0.075
O1 -0.89328 -11.54027 27.86587  -0.208
C6 -0.81386 -10.31427 28.56266  -0.194
C7 0.59544 -10.17666 29.18915  -0.137
O2 1.61754 -10.04229 28.14603  -0.164
C8 2.89171 -9.56561 28.53483  -0.163
C9 3.55385 -10.41238 29.62965  -0.248
O3 3.82027 -11.68867 29.17197  -0.183
C10 4.68721 -12.38210 30.10259  -0.094
H7 -2.13337 -12.81297 26.62272  0.082
H8 -2.24712 -11.16886 26.28185  0.080
H9 -3.00579 -11.77300 27.74087  0.081
H10 -1.53304 -10.31159 29.38174  0.121
H11 -1.05646 -9.50654 27.87214  0.126
H12 0.82220 -11.07010 29.77091  0.118
H13 0.59154 -9.26687 29.78945  0.125
H14 2.80926 -8.53640 28.88418  0.119
H15 3.57844 -9.70143 27.69933  0.128
H16 2.92307 -10.57869 30.50290  0.117
H17 4.38298 -9.82404 30.02272  0.113
H18 5.54777 -11.80768 30.44548  0.077
H19 4.95658 -13.33275 29.64237  0.087
H20 4.23378 -12.70288 31.04046  0.075
C11 7.24851 -16.63072 30.28893  -0.170
O4 6.10946 -16.59452 31.06294  -0.169
C12 6.38201 -15.96774 32.37028  -0.128
C13 6.81423 -14.44749 32.40368  -0.119
O5 8.09330 -14.16109 31.69895  -0.147
C14 8.71150 -12.93764 32.02319  -0.186
C15 10.04715 -12.78589 31.30286  -0.194
O6 9.91644 -12.52960 29.92343  -0.219
C16 11.10913 -12.66379 29.11397  -0.076
H21 7.48879 -15.73443 29.71705  0.068
H22 7.29555 -17.33226 29.45603  0.079
H23 8.07520 -16.97410 30.91083  0.091
H24 7.27316 -16.50210 32.69955  0.104
H25 5.59391 -16.27837 33.05622  0.123
H26 6.84344 -14.14033 33.44909  0.112
H27 5.98028 -13.82613 32.07730  0.090
H28 8.91183 -12.83905 33.09008  0.122
H29 8.04966 -12.16864 31.62481  0.127
H30 10.61438 -13.71326 31.22325  0.124
H31 10.63403 -12.05026 31.85290  0.093
H32 11.76221 -11.83717 29.39376  0.083
H33 11.01068 -12.68893 28.02872  0.078
H34 11.50837 -13.64369 29.37571  0.085
C17 11.71897 -10.09656 36.18704  -0.099
O7 12.65578 -10.30277 35.11979  -0.237
C18 12.45407 -11.43365 34.20839  -0.142
C19 13.53345 -11.29495 33.02100  -0.126
O8 13.17143 -10.27262 32.06386  -0.155
C20 13.39218 -8.93946 32.42651  -0.190
C21 12.86656 -7.96953 31.30113  -0.185
O9 11.46784 -7.78696 31.17998  -0.191
C22 10.69600 -8.98186 30.88086  -0.060
H35 12.09894 -9.25617 36.76797  0.088
H36 11.61366 -11.01897 36.75813  0.079
H37 10.70544 -9.87056 35.85570  0.077
H38 11.41057 -11.43738 33.89346  0.098
H39 12.61023 -12.33369 34.80306  0.113
H40 13.58262 -12.34195 32.72186  0.113
H41 14.49330 -11.10721 33.50218  0.119
H42 14.44796 -8.73521 32.60455  0.121
H43 12.94886 -8.62216 33.37038  0.117
H44 13.25240 -8.10884 30.29126  0.120
H45 13.26867 -6.99349 31.57276  0.116
H46 9.64226 -8.74359 31.02557  0.085
H47 10.88854 -9.67301 31.70145  0.064
H48 10.90949 -9.40380 29.89878  0.081
C23 4.31717 -9.89968 17.00972  -0.063
C24 4.99006 -11.13217 17.60885  -0.235
O10 4.80342 -11.00240 18.99429  -0.017
C25 5.56861 -11.88140 19.78196  -0.271
O11 6.18445 -12.88670 19.40030  0.136
C26 5.36225 -11.59839 21.30108  -0.558
F1 6.48484 -11.73764 21.94663  0.198
F2 4.79624 -10.36949 21.44287  0.146
F3 4.50357 -12.52133 21.74931  0.167
H49 3.24237 -9.87793 17.18980  0.079
H50 4.54349 -9.92629 15.94380  0.078
H51 4.72102 -8.95751 17.38030  0.082
H52 6.03220 -11.03573 17.30430  0.130
H53 4.52231 -12.09123 17.38630  0.134
C27 5.25927 -5.05548 33.14804  -0.049
C28 5.98008 -6.35108 32.66650  -0.231
O12 6.72469 -6.19446 31.47477  -0.018
C29 6.06767 -6.53404 30.24742  -0.264
O13 5.03455 -7.15349 30.21814  0.146
C30 6.70774 -5.91601 28.94554  -0.509
F4 8.05219 -5.73171 29.11697  0.144
F5 6.44084 -6.66770 27.88153  0.163
F6 6.13306 -4.74713 28.61872  0.158
H54 4.70823 -4.48324 32.40172  0.077
H55 6.01846 -4.38739 33.55473  0.071
H56 4.62924 -5.38794 33.97304  0.074
H57 5.27878 -7.18437 32.62272  0.113
H58 6.76675 -6.58895 33.38252  0.123
C31 4.83430 -12.24921 25.36374  -0.050
C32 6.38075 -12.31182 25.26256  -0.135
O14 7.18525 -11.17071 25.76209  0.038
C33 7.28566 -10.94502 27.08072  -0.334
O15 6.66686 -11.55846 27.94197  0.140
C34 8.29479 -9.87349 27.54537  -0.543
F7 9.40851 -10.44674 28.02958  0.153
F8 8.68507 -9.12237 26.54373  0.190
F9 7.77777 -9.10620 28.52582  0.153
H59 4.47608 -11.83142 26.30461  0.053
H60 4.34488 -13.21728 25.25695  0.071
H61 4.47188 -11.59049 24.57454  0.068
H62 6.57595 -12.32376 24.19025  0.096
H63 6.70747 -13.27843 25.64600  0.105

- SMILES = CCOC(=O)C(F)(F)F.CCOC(=O)C(F)(F)F.CCOC(=O)C(F)(F)F.COCCOCCOC.COCCOCCOC.COCCOCCOC.CC#N.CC#N
- charge = 0
- HOMO (eV) = -9.396
- gap between HOMO and LUMO (eV) = 9.8

***

no.,largest force on an atom (eV/Å)
1,1.26
2,6.32